Entry 1:
Below is a structure of composition C6H9AgO5 at a distorted geometry, with properties calculated with the ωB97M-V functional and the def2-TZVPD basis.

Each line ends with the Löwdin charge.
Element x y z (Å)
O -2.251935 1.212439 -1.498979  0.018
C -1.408257 0.778831 -0.522395  -0.214
C -3.540894 1.378954 -0.911480  -0.103
O 0.120061 -0.265668 -0.711823  -0.203
O -2.184940 0.063592 0.401923  -0.162
C -3.576897 0.315664 0.186880  -0.117
Ag -1.031127 -1.521394 1.942326  0.876
H -4.296594 1.224071 -1.687735  0.145
H -3.633445 2.391589 -0.494231  0.141
H -4.047914 -0.623379 -0.125978  0.134
H -3.975265 0.643756 1.153471  0.135
H -0.744347 1.480552 0.035678  0.161
O 2.449071 -1.807273 -0.343403  0.029
C 3.818091 -1.341668 -0.223569  -0.074
C 3.676985 -0.129853 0.695577  -0.083
O 2.270086 -0.170592 1.034059  -0.011
C 1.616062 -1.001011 0.256244  -0.223
H 4.413858 -2.151978 0.208417  0.138
H 4.188343 -1.099625 -1.223958  0.140
H 3.882414 0.828806 0.209437  0.138
H 4.256644 -0.205813 1.619539  0.136

Forces on the atoms, in the same order (eV/Å):
1.9 -0.6 0.0
1.9 -0.3 2.4
-0.8 0.0 0.2
-1.8 0.4 -0.8
0.9 -0.5 0.2
-0.2 -0.3 0.0
0.4 0.5 -1.1
0.3 0.1 0.2
0.1 -0.2 -0.2
0.0 0.3 0.0
-0.2 0.1 -0.4
-0.9 0.1 -1.1
-1.0 0.3 -0.9
0.6 0.1 0.0
0.5 0.0 0.0
-0.7 0.7 -0.3
-0.4 -0.5 1.5
-0.2 0.2 -0.1
-0.1 -0.1 0.2
-0.1 -0.2 0.1
-0.2 0.0 -0.2

The energy above the lowest of the compared OMol25 structures with the same formula, charge and spin is 112.96 kcal per mole. The spin multiplicity is 2. The expectation value of S² is 0.764. Its total energy is -20590.171 eV. As for the net charge: +1.

=====

Entry 2:
Below is a structure of composition C6H9BiF2NO5S2 at a distorted geometry, with properties calculated with the ωB97M-V functional and the def2-TZVPD basis.

Each line ends with the Löwdin charge.
Element x y z (Å)
N -2.481992 2.169009 1.527342  -0.535
S -2.902389 3.502362 0.864054  0.990
O -2.429213 4.644062 1.658303  -0.376
S -3.051926 0.707748 0.907230  0.957
O -2.436218 -0.323910 1.873814  -0.694
C -1.759218 0.476827 -0.594376  -0.587
F -2.564338 0.277975 -1.660196  0.029
F -1.191361 1.676248 -0.830022  -0.004
O -0.921614 -2.659232 -0.381574  -0.406
C -0.280789 -2.698803 -1.567747  -0.261
C 0.670325 -1.593008 -1.784423  0.073
O 1.154183 -1.109228 -0.702352  -0.096
C 2.433751 -0.417880 -0.614709  -0.030
C 2.282094 0.707213 0.374625  -0.123
O 1.896005 0.213242 1.648483  -0.100
C 0.634563 0.447537 2.040321  -0.147
Bi -0.882714 -1.221479 0.879569  1.901
H -0.941152 -2.647246 -2.470586  0.179
H 0.330801 -3.615475 -1.750201  0.202
H 1.238020 -1.472369 -2.715815  0.194
H 2.710664 -0.029683 -1.600740  0.163
H 3.155961 -1.170215 -0.280910  0.172
H 1.526192 1.420599 0.017501  0.140
H 3.252048 1.208882 0.477200  0.170
H 0.432454 0.191075 3.081818  0.114
H 0.125862 1.315748 1.603391  0.075

Forces on the atoms, in the same order (eV/Å):
-0.4 -0.9 -0.5
0.7 2.2 1.9
-0.8 -2.2 -1.6
-0.4 1.9 0.1
-2.3 1.3 0.4
-1.5 0.6 0.3
0.6 -0.7 0.4
0.5 -0.5 0.4
-0.3 -3.8 -3.2
-1.1 1.1 -2.3
2.2 -1.9 1.1
-0.6 -0.1 -1.2
1.0 0.7 -0.1
-0.1 0.5 -0.1
0.0 -0.2 0.3
0.4 0.5 -0.2
2.5 1.2 4.0
-0.1 -0.4 0.4
0.1 0.2 0.1
-0.4 0.3 0.0
-0.1 -0.1 0.1
-0.2 0.0 0.0
0.3 0.0 0.0
-0.2 -0.1 0.0
0.1 0.0 -0.3
0.2 0.0 0.3

The spin multiplicity is 2. The expectation value of S² is 0.766. Its total energy is -51014.977 eV. As for the net charge: +2.

=====

Entry 3:
Below is a cluster of 2 separate species, C6H9Br in total at a distorted geometry, with properties calculated with the ωB97M-V functional and the def2-TZVPD basis.

Each line ends with the Löwdin charge.
Element x y z (Å)
C 0.670010 3.496925 0.017537  -0.102
C 0.629476 2.305357 0.062654  -0.122
C 0.337756 -1.379905 -1.038607  -0.102
C -0.803896 0.020409 0.636855  -0.137
C 1.572155 -0.050335 0.919639  -0.363
C 0.374813 -0.830770 0.441663  -0.525
Br 3.260921 -0.196898 -0.031067  0.704
H 0.198429 4.505305 -0.058861  0.020
H 0.331388 -0.615186 -1.913203  0.113
H 1.247054 -2.010710 -1.312221  0.061
H -0.618784 -1.999176 -1.171342  0.094
H -1.522833 -0.449160 -0.035570  0.078
H -0.544221 1.072955 0.297264  0.001
H -1.201930 -0.063025 1.631858  0.086
H 1.624326 0.324313 1.898014  0.046
H 0.290238 -1.647500 1.156862  0.149

Forces on the atoms, in the same order (eV/Å):
-1.7 4.0 -0.3
2.1 -3.9 0.8
0.8 -0.5 -1.2
-2.2 0.3 -0.6
0.2 0.4 -4.0
2.0 0.5 -1.6
-1.4 0.1 1.2
1.2 -1.2 0.1
-0.1 -0.6 2.0
-1.2 0.5 0.6
1.5 0.8 0.3
-0.7 0.4 0.2
-0.7 -1.2 0.5
-0.2 0.5 0.6
0.2 0.5 1.2
0.2 -0.5 0.1

The energy above the lowest of the compared OMol25 structures with the same formula, charge and spin is 150.74 kcal per mole. Its total energy is -76403.166 eV.

=====

Entry 4:
Below is a structure of composition C6H9BrCl2 at a distorted geometry, with properties calculated with the ωB97M-V functional and the def2-TZVPD basis.

Each line ends with the Löwdin charge.
Element x y z (Å)
C -1.067483 0.372432 0.025412  -0.178
C 0.500744 0.246173 0.128892  -0.579
C 0.162092 -0.941638 1.072302  -1.160
C 1.191083 -0.206821 -1.097862  -0.084
C 1.169839 1.349944 0.880497  -0.072
C -1.803485 -0.426649 -0.825719  -0.578
Cl 0.050396 -2.545253 0.427706  0.633
Cl -3.030108 -1.603171 0.009035  0.438
Br 0.098012 -0.892124 2.889746  0.798
H -1.501345 1.040868 0.799021  0.128
H 1.278097 -1.247471 -1.396918  0.060
H 2.160361 0.251026 -1.333653  0.094
H 0.602092 0.311825 -1.847121  0.087
H 1.675012 2.111857 0.245634  0.107
H 1.866585 1.054346 1.640293  0.067
H 0.344860 1.814676 1.376967  0.061
H -1.160215 -0.902360 -1.611614  0.089
H -2.536536 0.212339 -1.382617  0.089

Forces on the atoms, in the same order (eV/Å):
2.1 3.9 0.4
-2.3 -2.4 2.1
2.1 -2.4 0.3
0.5 1.0 -2.6
-0.2 1.4 -0.5
-1.9 0.0 -3.0
0.4 0.3 0.2
0.4 0.0 -0.2
0.1 0.4 0.9
0.1 -0.7 -0.7
-0.4 0.0 0.5
0.1 -0.1 1.0
-0.2 -0.3 -0.9
-0.5 -0.6 0.2
0.4 -0.5 0.2
-0.1 0.9 0.7
-0.9 -0.2 1.0
0.4 -0.6 0.4

The spin multiplicity is 3. The expectation value of S² is 2.011. Its total energy is -101450.342 eV.

=====

Entry 5:
Below is a structure of composition C6H9Cl2DyO6PY at a distorted geometry, with properties calculated with the ωB97M-V functional and the def2-TZVPD basis.

Each line ends with the Löwdin charge.
Element x y z (Å)
Dy -2.104863 -0.613730 -4.470507  1.398
Y -0.242637 -0.878880 0.186015  1.071
Cl -3.360969 -2.517672 -5.005764  0.157
Cl 1.131791 0.801424 -0.931920  0.141
C 0.227525 1.164181 1.477374  -0.262
C -0.039658 -1.696016 -4.397845  -0.113
C -0.480502 0.142381 -6.069537  -0.026
O 0.737732 2.034621 2.042093  0.211
O 0.897319 -2.308401 -4.643462  0.273
O 0.437335 0.471775 -6.695347  0.270
C -1.762658 1.906273 4.182891  -0.031
O -2.181540 0.709175 3.465695  -0.321
P -1.147248 -0.399441 2.825662  1.128
O -0.136756 -0.901993 4.022077  -0.323
C -0.552081 -1.287341 5.360082  -0.014
O 1.214197 -1.982409 1.073429  -0.472
C 2.307955 -2.626742 1.702323  -0.111
H -1.711640 2.745779 3.485045  0.110
H -0.787612 1.735355 4.666718  0.107
H -2.524011 2.104007 4.947746  0.131
H 0.313552 -1.171461 6.007029  0.122
H -1.380372 -0.663214 5.710218  0.102
H -0.859152 -2.354535 5.355274  0.130
H 3.252386 -2.069007 1.544191  0.111
H 2.091818 -2.664029 2.807376  0.106
H 2.396588 -3.652399 1.309446  0.106

Forces on the atoms, in the same order (eV/Å):
-3.6 0.1 -0.1
2.9 -2.2 1.0
0.8 0.8 0.1
-0.4 -0.2 -0.9
2.7 4.2 2.7
5.4 -3.9 -0.8
5.6 2.4 -4.5
-2.1 -3.2 -2.3
-3.5 2.4 1.1
-4.7 -1.6 3.0
0.4 0.9 1.5
2.5 -3.1 -3.0
-0.7 0.9 6.9
-2.3 1.0 -4.6
-0.6 -0.6 1.7
-2.8 2.0 -1.3
0.6 -0.3 1.2
-0.1 -0.3 0.0
-0.4 0.1 -0.2
0.2 -0.1 -0.3
0.0 0.1 -0.1
0.2 -0.1 -0.1
0.3 0.7 -0.3
-0.6 -0.3 0.0
0.3 -0.1 -1.1
0.0 0.4 0.2

The energy above the lowest of the compared OMol25 structures with the same formula, charge and spin is 0.00 kcal per mole. The spin multiplicity is 6. The expectation value of S² is 9.354. Its total energy is -78067.265 eV. As for the net charge: +4.